The following is a DFT calculation (ωB97M-V with the def2-TZVPD basis set) of a single C4H9OP molecule in a non-equilibrium geometry.

Computed properties:
multiplicity = 1
HOMO energy = -8.62 eV
gap between HOMO and LUMO = 0.345 Eh

Atoms and positions in Å:
C1 1.1217 1.4354 -0.2137
C2 -1.3496 1.3243 -0.0876
C3 1.3383 -1.9140 -0.0927
C4 -0.0651 0.6317 0.0751
O1 1.6338 1.5291 -1.3242
P1 0.1727 -0.9639 -1.1628
H1 1.5453 2.0579 0.5941
H2 -1.4311 2.0959 -0.9712
H3 -2.1368 0.5611 -0.0703
H4 -1.5186 1.9263 0.9582
H5 2.2596 -1.2438 -0.1905
H6 1.4133 -2.8862 -0.6214
H7 0.6776 -1.8804 0.8705
H8 0.0188 0.0175 1.0205
H9 -0.9534 -1.5094 -0.7494

The following is a DFT calculation (ωB97M-V with the def2-TZVPD basis set) of 2 unconnected molecules or ions with the total composition C4H9OP in a non-equilibrium geometry.

Computed properties:
multiplicity = 1
HOMO energy = -8.73 eV
gap between HOMO and LUMO = 0.339 Eh

Atoms and positions in Å:
C1 1.6580 -1.3235 -0.0824
C2 0.1736 -1.2060 0.3295
C3 0.1912 2.6157 -0.2337
C4 -0.6303 -0.4900 -0.5018
O1 -0.3511 1.7359 0.4184
P1 -2.4543 -0.4112 -0.0704
H1 1.7431 -0.7879 -0.9702
H2 2.1481 -0.9233 0.7789
H3 -0.2986 -1.6208 1.2377
H4 1.9319 -2.4351 -0.2639
H5 1.1793 2.8990 -0.0159
H6 -0.3497 3.0877 -1.0277
H7 -0.2289 -0.1580 -1.3564
H8 -2.3070 0.4933 1.0616
H9 -2.4054 -1.4758 0.6961

The following is a DFT calculation (ωB97M-V with the def2-TZVPD basis set) of a gas-phase ion, C4H9OS (charge -1) in a non-equilibrium geometry.

Computed properties:
total charge = -1
multiplicity = 1
HOMO energy = -2.33 eV
gap between HOMO and LUMO = 0.204 Eh

Atoms and positions in Å:
C1 -1.4390 1.3389 0.4214
O1 -1.8696 2.3147 -0.4013
C2 0.0079 0.7952 -0.1574
C3 0.4081 -0.3701 0.7838
C4 0.8558 -1.5660 -0.1906
S1 1.8988 -1.3273 -1.6259
H1 -1.2660 1.5210 1.6412
H2 -2.1988 0.4615 0.2595
H3 0.7430 1.7282 -0.0680
H4 -0.3919 0.4779 -1.1676
H5 -0.5358 -0.6248 1.4747
H6 1.2934 -0.0873 1.3468
H7 1.2703 -2.3418 0.4752
H8 0.0287 -2.0337 -0.6858
H9 1.1951 -0.2863 -2.1058

The following is a DFT calculation (ωB97M-V with the def2-TZVPD basis set) of 2 unconnected molecules or ions with the total composition C4H9P in a non-equilibrium geometry.

Computed properties:
multiplicity = 1
HOMO energy = -8.37 eV
gap between HOMO and LUMO = 0.346 Eh

Atoms and positions in Å:
C1 0.6450 0.3409 0.4155
C2 -0.0975 0.8494 -0.5291
C3 1.6605 1.1145 1.1939
C4 -1.1591 -0.8229 -1.4932
P1 -1.8706 -1.9643 -0.2847
H1 0.4710 -0.6969 0.5757
H2 0.0453 1.7825 -0.9945
H3 1.8921 0.8307 2.2424
H4 1.7763 2.2408 1.1776
H5 2.7100 1.0117 0.6805
H6 -0.3426 -1.1658 -2.1612
H7 -1.9414 -0.2373 -1.9956
H8 -2.9069 -1.2724 0.4245
H9 -0.8823 -2.0109 0.7483

The following is a DFT calculation (ωB97M-V with the def2-TZVPD basis set) of a molecular structure, C4HBaLiO4 in a non-equilibrium geometry.

Computed properties:
total charge = +1
multiplicity = 2
HOMO energy (spin up / spin down) = -7.98 / -13.88 eV
⟨S²⟩ = 0.75
gap between HOMO and LUMO (spin up / spin down) = 0.177 / 0.389 Eh

Atoms and positions in Å:
O1 -1.5044 3.2730 -0.4362
C1 -1.5737 4.3543 -0.7596
C2 -1.5205 -1.2565 -0.2846
C3 -2.6518 -1.1194 0.1178
H1 -3.6968 -1.0093 0.3566
Li1 -1.5542 1.2483 0.1518
O2 1.8134 -0.8894 0.0334
C4 0.6555 -0.5240 -0.1862
O3 0.2365 0.6426 0.0198
O4 -0.2544 -1.5076 -0.4857
Ba1 3.1662 1.3150 0.4558

The following is a DFT calculation (ωB97M-V with the def2-TZVPD basis set) of a single C4HClFNO molecule in a non-equilibrium geometry.

Computed properties:
multiplicity = 1
HOMO energy = -10.79 eV
gap between HOMO and LUMO = 0.327 Eh

Atoms and positions in Å:
C1 0.2960 1.4715 -0.7991
C2 0.4290 0.0266 -0.3710
C3 0.0721 -0.4874 0.9295
C4 -0.6921 -1.9427 0.8008
H1 0.2996 -0.6876 -1.2826
N1 -1.1688 -3.0179 0.5160
O1 0.1973 -0.0792 2.1435
F1 0.4795 1.7850 -2.1091
Cl1 0.0874 2.9318 0.1720

Summary of molar mass in g mol⁻¹
104.09; 104.09; 105.18; 88.09; 257.32; 133.51
(order as listed above)
Summary of energy relative to the best compared isomer or geometry (same formula, charge and spin) in eV
1.7597; 2.7579; 2.6665; 2.9910; 0.0000; 1.8882
(order as listed above)